Entry 1:
{
  "formula": "C24H72O24",
  "method": "ωB97M-V/def2-TZVPD",
  "charge": 0,
  "orbital_gap_ev": 9.635,
  "energy_ha": -2763.1417,
  "lumo_energy_ha": -0.00160,
  "homo_energy_ev": -9.7,
  "symbols": ["O", "C", "C", "O", "H", "H", "H", "H", "H", "H", "O", "C", "C", "O", "H", "H", "H", "H", "H", "H", "O", "C", "C", "O", "H", "H", "H", "H", "H", "H", "O", "C", "C", "O", "H", "H", "H", "H", "H", "H", "O", "C", "C", "O", "H", "H", "H", "H", "H", "H", "O", "C", "C", "O", "H", "H", "H", "H", "H", "H", "O", "C", "C", "O", "H", "H", "H", "H", "H", "H", "O", "C", "C", "O", "H", "H", "H", "H", "H", "H", "O", "C", "C", "O", "H", "H", "H", "H", "H", "H", "O", "C", "C", "O", "H", "H", "H", "H", "H", "H", "O", "C", "C", "O", "H", "H", "H", "H", "H", "H", "O", "C", "C", "O", "H", "H", "H", "H", "H", "H"],
  "positions_angstrom": [[-0.1442, 1.0843, -0.9314], [-0.3251, -0.0439, -0.0869], [-1.4877, 0.1566, 0.8245], [-2.7524, 0.0849, 0.1219], [0.5740, 0.9113, -1.5531], [-0.4859, -0.9763, -0.6273], [0.5865, -0.2013, 0.4932], [-1.5107, 1.1936, 1.1922], [-1.4318, -0.3900, 1.7654], [-2.5310, 0.1786, -0.8177], [-2.2951, 4.1192, 6.7303], [-2.5108, 3.8700, 5.3343], [-1.4724, 2.9569, 4.6946], [-0.1642, 3.4747, 4.5439], [-1.8655, 4.9713, 6.8177], [-3.4971, 3.4387, 5.1793], [-2.4935, 4.8669, 4.8844], [-1.8614, 2.6667, 3.7180], [-1.4200, 2.0443, 5.2997], [0.1441, 3.8144, 5.3909], [-3.9742, -2.9992, -2.7440], [-2.8291, -2.9636, -1.8822], [-1.5388, -2.7683, -2.6160], [-1.2682, -1.3796, -2.7048], [-4.0582, -2.1157, -3.1257], [-3.0477, -2.2599, -1.0700], [-2.8403, -3.9322, -1.3674], [-1.4734, -3.2162, -3.6106], [-0.7968, -3.3251, -2.0220], [-0.3195, -1.2096, -2.8218], [5.7624, 0.0009, 1.4488], [5.0934, 1.2767, 1.6233], [3.6854, 1.2085, 2.1491], [2.6989, 0.9396, 1.1175], [6.2908, -0.1456, 2.2322], [5.7689, 1.7286, 2.3553], [5.1704, 1.8364, 0.6888], [3.3768, 2.1907, 2.5224], [3.5448, 0.4223, 2.8952], [1.8698, 0.7995, 1.5822], [5.7861, 1.8046, -3.8397], [4.5393, 1.1335, -3.5795], [4.6131, 0.3591, -2.2680], [3.2961, 0.2063, -1.7529], [5.8108, 2.5689, -3.2587], [3.8138, 1.9523, -3.5258], [4.2326, 0.5293, -4.4309], [5.3813, 0.7858, -1.6172], [5.1244, -0.5740, -2.5372], [3.3492, 0.4276, -0.8079], [-5.2933, 1.4089, 0.1321], [-4.9374, 2.3973, 1.0634], [-5.6270, 2.3365, 2.4382], [-5.1607, 3.4330, 3.2336], [-4.5197, 0.8308, 0.0388], [-3.8840, 2.2733, 1.3509], [-5.0447, 3.3669, 0.5744], [-5.4882, 1.4190, 3.0195], [-6.7164, 2.3207, 2.3054], [-5.9127, 3.6915, 3.7746], [4.1734, -2.9030, -3.0106], [2.9699, -3.4502, -3.4595], [1.9710, -2.3912, -3.9170], [1.5111, -1.5846, -2.8542], [4.4794, -3.3156, -2.1870], [3.1482, -4.1071, -4.3244], [2.4952, -4.0623, -2.6828], [1.1720, -2.9592, -4.4064], [2.3349, -1.8083, -4.7733], [2.3001, -1.1834, -2.4205], [-0.4114, 2.5184, -3.5762], [0.1912, 1.4391, -4.2747], [0.4141, 1.8553, -5.7193], [-0.8013, 2.0915, -6.4191], [-0.1937, 2.5793, -2.6430], [1.1864, 1.3124, -3.8326], [-0.3856, 0.5136, -4.2271], [1.0455, 1.0786, -6.1607], [0.8456, 2.8523, -5.7768], [-1.2361, 1.3273, -6.8034], [-7.9714, -2.6435, 1.6769], [-6.9396, -1.6589, 1.8791], [-6.1167, -1.5477, 0.6337], [-5.6287, -2.8511, 0.3421], [-7.5104, -3.4082, 1.3103], [-7.4319, -0.7350, 2.1907], [-6.4461, -1.9243, 2.8214], [-5.2552, -0.9040, 0.8132], [-6.6828, -1.0291, -0.1427], [-5.1745, -2.8731, -0.5045], [1.4341, -4.4823, 3.1823], [0.3336, -3.6126, 3.4067], [-0.6402, -3.6309, 2.2268], [-0.0108, -3.1093, 1.0655], [1.9093, -4.3799, 2.3498], [-0.0978, -3.9378, 4.3518], [0.7769, -2.6139, 3.5216], [-1.4394, -2.9610, 2.5517], [-0.9566, -4.6470, 1.9954], [0.3841, -3.8407, 0.5785], [2.0323, 3.8195, -0.4500], [0.7517, 4.3651, -0.2021], [0.6806, 4.7251, 1.2918], [1.0978, 3.5685, 2.0025], [2.2524, 3.2934, 0.3294], [0.4940, 5.2981, -0.7078], [-0.0483, 3.6470, -0.4050], [-0.3983, 4.8644, 1.4298], [1.2538, 5.6155, 1.5439], [0.6995, 3.4920, 2.8814], [2.7915, -4.4093, 0.4168], [3.0596, -3.0300, 0.2066], [4.5000, -2.6062, 0.4453], [5.2828, -3.3872, -0.4859], [3.5615, -4.8607, 0.0442], [2.8194, -2.7099, -0.8108], [2.4202, -2.3670, 0.7940], [4.7693, -2.7878, 1.4861], [4.5741, -1.5793, 0.0970], [6.1266, -2.9444, -0.6261]],
  "forces_ev_per_a": [[-0.363, -0.039, -0.072], [0.781, -0.554, 0.296], [-0.810, 2.356, 0.186], [0.380, -0.864, -0.010], [0.020, -0.207, 0.147], [0.027, 0.096, -0.248], [-0.019, -0.082, 0.232], [0.647, 0.101, -0.046], [-0.392, -0.931, -0.512], [-0.007, -0.065, 0.074], [0.165, -0.646, 0.003], [0.567, 0.993, 0.043], [-0.780, -0.552, 0.638], [0.042, 0.437, -0.148], [-0.031, 0.050, 0.065], [-0.008, -0.078, 0.128], [-0.141, -0.255, -0.636], [0.268, 0.146, -0.170], [-0.062, -0.034, -0.003], [-0.038, -0.097, 0.008], [-0.079, 0.360, 0.023], [-1.337, -0.991, 0.026], [1.052, 0.168, 0.683], [-0.262, 0.271, -0.087], [-0.075, -0.149, -0.043], [0.768, 0.372, -0.217], [0.131, -0.050, -0.339], [-0.667, -0.178, -0.010], [0.321, 0.486, 0.030], [0.041, -0.363, -0.025], [-0.793, 0.076, -0.633], [1.315, -0.717, 0.557], [-1.203, 0.169, -0.405], [1.033, -0.307, -0.289], [0.074, -0.129, 0.100], [-0.707, 0.922, 0.017], [-0.188, -0.067, 0.001], [0.454, -0.052, 0.469], [0.483, 0.223, 0.276], [-0.182, 0.169, -0.182], [0.046, -0.816, -0.373], [0.119, 1.873, 0.386], [0.840, -0.427, -1.546], [0.793, -0.140, 0.825], [0.021, 0.031, -0.022], [-0.464, -0.384, 0.332], [0.446, -0.213, -0.030], [-0.704, 0.674, 0.452], [-0.716, -0.504, 0.255], [-0.574, -0.064, -0.043], [-0.212, -0.281, 0.224], [1.113, -0.147, 0.853], [-1.036, -0.300, -0.335], [-0.416, -0.108, -0.283], [-0.137, 0.099, 0.086], [0.171, 0.252, -0.455], [-0.223, 0.181, 0.442], [0.683, -0.281, -0.482], [-0.038, 0.611, -0.076], [0.179, 0.204, 0.077], [0.381, 0.505, 0.100], [-0.511, -0.328, -0.548], [0.329, -0.691, -0.531], [0.277, -0.014, 0.031], [-0.069, 0.087, -0.096], [0.036, 0.003, 0.089], [-0.048, 0.071, 0.001], [-0.513, 0.146, 0.625], [0.505, 0.279, 0.369], [-0.469, 0.094, -0.234], [-0.724, 0.372, -0.508], [0.726, 1.130, 0.484], [-0.933, -0.057, 0.168], [-0.279, 0.155, -0.299], [0.111, -0.491, -0.042], [0.108, -0.571, -0.129], [-0.131, -0.010, 0.112], [0.048, 0.185, -0.394], [0.673, -0.237, 0.300], [0.342, -0.354, 0.277], [0.145, 0.390, 0.032], [-1.333, -0.628, 0.946], [1.209, 0.679, 0.576], [-0.394, -0.250, -0.114], [-0.071, 0.007, -0.040], [-0.125, 0.193, -0.724], [0.876, -0.252, -0.451], [0.002, 0.084, 0.211], [-0.212, -0.592, -0.299], [-0.109, 0.113, -0.210], [0.143, -0.896, 0.644], [1.296, -0.290, -1.083], [0.677, 0.252, 0.885], [-0.080, 0.345, -0.174], [-0.337, 0.404, -0.216], [-0.263, 0.056, -0.100], [-0.602, 0.250, 0.064], [-0.424, -0.195, -0.607], [-0.431, 0.001, 0.425], [0.055, 0.021, 0.050], [0.032, 0.456, -0.909], [0.123, 0.158, 1.728], [-1.383, -0.955, -0.699], [0.471, -0.236, 0.098], [-0.193, -0.172, -0.057], [0.706, -0.161, -0.650], [0.123, -0.164, -0.085], [0.106, 0.492, 0.529], [0.117, -0.001, 0.066], [-0.105, 0.410, 0.024], [0.203, 0.460, 0.139], [0.190, 1.324, -0.378], [-0.828, -0.631, -1.116], [0.199, -0.257, 0.403], [-0.185, -0.245, 0.105], [-0.057, -0.422, -0.215], [-0.166, -0.576, 0.487], [0.416, 0.205, -0.084], [0.020, 0.215, 0.739], [0.014, -0.112, 0.072]]
}

Entry 2:
{
  "formula": "C5H10O",
  "method": "ωB97M-V/def2-TZVPD",
  "charge": 0,
  "orbital_gap_ev": 10.461,
  "energy_ha": -271.7015,
  "lumo_energy_ha": 0.03677,
  "homo_energy_ev": -9.5,
  "symbols": ["C", "C", "C", "C", "C", "O", "H", "H", "H", "H", "H", "H", "H", "H", "H", "H"],
  "positions_angstrom": [[-2.4378, 0.2254, -0.1258], [-1.4430, -0.8656, 0.2936], [-0.0830, -0.3479, 0.6082], [0.8826, -0.2415, -0.3130], [2.0773, 0.6304, -0.2293], [3.2891, -0.0913, -0.1459], [-3.4253, -0.2103, -0.2260], [-2.4796, 0.9940, 0.6434], [-2.1406, 0.6718, -1.0694], [-1.9730, -1.4336, 1.0678], [-1.2097, -1.5618, -0.5325], [-0.0197, 0.2985, 1.4901], [0.9018, -0.9950, -1.1027], [2.1097, 1.2645, -1.1257], [1.9020, 1.1913, 0.7009], [4.0491, 0.4711, 0.0663]],
  "forces_ev_per_a": [[0.556, -0.207, 0.014], [0.005, -1.281, -0.648], [-0.047, 2.007, 0.070], [0.120, -1.869, 0.241], [-0.082, 0.577, 0.813], [0.464, -0.715, 0.036], [-0.203, -0.004, -0.093], [-0.045, 0.154, -0.002], [-0.013, 0.187, -0.083], [0.675, -0.050, 0.214], [-0.836, 0.064, 0.076], [0.124, -0.068, -0.053], [-0.314, 0.411, -0.378], [-0.152, 0.250, 0.300], [0.353, 0.513, -0.363], [-0.605, 0.030, -0.145]]
}

Entry 3:
{
  "formula": "C5H7N",
  "method": "ωB97M-V/def2-TZVPD",
  "charge": 0,
  "orbital_gap_ev": 9.925,
  "energy_ha": -249.3216,
  "lumo_energy_ha": 0.03728,
  "homo_energy_ev": -8.9,
  "symbols": ["C", "C", "C", "C", "C", "N", "H", "H", "H", "H", "H", "H", "H"],
  "positions_angstrom": [[2.1402, -0.8589, 0.0853], [1.0265, -0.7992, -0.3845], [-0.2721, -0.1250, -0.3244], [-0.2368, 1.2784, -0.9031], [-0.6929, -0.4160, 1.0720], [-1.6334, -0.5838, -0.0188], [3.0781, -0.8604, 0.5907], [0.1235, 1.2525, -1.9369], [0.4380, 1.9141, -0.3220], [-1.2397, 1.7125, -0.9099], [-0.2995, -1.3545, 1.4576], [-0.6066, 0.4077, 1.7703], [-1.8252, -1.5674, -0.1764]],
  "forces_ev_per_a": [[-0.226, -0.191, -0.597], [0.569, 0.015, 0.159], [0.337, 0.183, 0.164], [0.013, 0.055, 0.048], [-0.001, 0.115, 0.402], [0.006, -0.290, -0.199], [0.081, -0.251, -0.307], [-0.015, -0.022, 0.170], [-0.033, -0.042, -0.111], [0.147, -0.100, 0.124], [0.067, 0.332, 0.092], [-1.096, 0.185, 0.082], [0.150, 0.010, -0.028]]
}

Entry 4:
{
  "formula": "C3H12N",
  "method": "ωB97M-V/def2-TZVPD",
  "charge": 2,
  "multiplicity": 2,
  "orbital_gap_ev": [13.885, 7.102],
  "energy_ha": -175.3962,
  "lumo_energy_ha": [-0.29467, -0.54441],
  "homo_energy_ev": [-21.9, -21.9],
  "s_squared": 0.753,
  "symbols": ["N", "H", "H", "H", "H", "C", "C", "C", "H", "H", "H", "H", "H", "H", "H", "H"],
  "positions_angstrom": [[2.5523, -0.8554, 0.6233], [1.7731, -0.1853, 1.0262], [2.2707, -1.1181, -0.2875], [2.3535, -1.7361, 1.1588], [3.3488, -0.1886, 0.7074], [0.0923, 0.6518, -0.5420], [-1.1740, 0.6403, 0.2930], [-2.2940, -0.2544, -0.4655], [-0.0025, 1.0685, -1.6452], [0.9285, 1.3159, -0.0899], [0.4884, -0.2744, -0.7101], [-1.0412, 0.3477, 1.4154], [-1.5234, 1.6407, 0.3202], [-2.2944, -1.3412, -0.2392], [-2.2695, 0.0522, -1.5070], [-3.2087, 0.2362, -0.0579]],
  "forces_ev_per_a": [[-3.091, 1.967, 2.938], [1.497, -1.710, -1.052], [0.267, 0.172, -1.787], [1.728, 0.787, 0.294], [0.510, -1.694, -0.005], [-0.664, 2.511, -2.323], [0.987, 0.797, 2.102], [0.249, -1.582, -0.704], [0.084, -0.303, 2.062], [-1.691, -0.037, -0.230], [0.563, -2.686, -0.337], [-0.946, -0.162, -1.742], [-0.082, 1.304, 0.403], [0.000, 0.799, -0.432], [0.338, -0.612, -0.235], [0.253, 0.450, 1.049]]
}

Entry 5:
{
  "formula": "C5H8AlF6O9S3",
  "method": "ωB97M-V/def2-TZVPD",
  "charge": 1,
  "orbital_gap_ev": 1.377,
  "energy_ha": -2908.0092,
  "lumo_energy_ha": -0.40719,
  "homo_energy_ev": -12.5,
  "symbols": ["Al", "C", "F", "F", "F", "S", "O", "O", "O", "C", "F", "F", "F", "S", "O", "O", "O", "O", "S", "O", "O", "C", "C", "C", "H", "H", "H", "H", "H", "H", "H", "H"],
  "positions_angstrom": [[-2.3077, 1.3333, -2.5827], [-0.4994, 8.0169, -4.6762], [0.7431, 7.9601, -4.2851], [-1.3495, 8.2676, -3.6784], [-0.6337, 8.9450, -5.6167], [-1.0035, 6.2661, -5.4258], [0.1704, 5.9466, -6.2938], [-1.2075, 5.3276, -4.2859], [-2.1864, 6.4641, -6.1768], [-0.1778, 1.5033, 4.3611], [1.1109, 1.1555, 4.0540], [-0.4262, 1.1644, 5.6258], [-0.5254, 2.8498, 4.3268], [-1.5500, 0.4858, 3.2932], [-1.3573, 0.8496, 1.8763], [-1.3000, -0.9191, 3.5610], [-2.8662, 0.7577, 3.8651], [2.2541, -3.7287, -1.1628], [1.2059, -3.1273, -0.3163], [0.2090, -2.3079, -0.8989], [0.3653, -4.3283, 0.4175], [0.9476, -5.6205, 0.6107], [-0.0184, -6.5119, 1.4984], [1.9405, -2.4043, 1.2036], [1.9337, -5.5041, 1.0605], [1.0955, -6.1184, -0.3476], [-0.1463, -6.0891, 2.4949], [0.3249, -7.4983, 1.8101], [-1.0539, -6.6067, 1.1715], [1.8639, -1.3226, 1.0931], [3.0137, -2.5776, 1.2829], [1.4308, -2.6286, 2.1406]],
  "forces_ev_per_a": [[0.096, -0.067, 0.058], [-1.282, -0.893, -0.745], [0.189, -0.043, 0.413], [0.600, -0.071, -0.226], [-0.029, -0.517, 0.273], [3.190, 0.400, 1.500], [-1.601, -0.101, 1.340], [0.562, 1.009, -1.459], [-1.653, 0.116, -1.012], [-1.370, 0.327, 0.874], [-2.485, 1.266, 0.029], [0.454, -0.416, -0.683], [1.513, -2.245, -1.042], [1.081, 0.922, -0.332], [-0.327, -0.199, 1.557], [0.505, -0.204, -0.134], [0.643, 0.586, -0.398], [-1.892, 1.442, 1.760], [2.108, -3.704, 0.713], [-0.433, 1.004, -0.048], [-0.110, 1.081, -0.722], [-0.480, -1.742, 0.495], [0.239, 1.153, 0.786], [0.155, 1.179, -0.601], [-0.058, -0.129, 0.258], [-0.047, 0.212, -0.098], [0.170, 0.686, 0.032], [0.540, -0.116, -0.938], [0.267, 0.070, -0.732], [-0.138, 0.097, -0.221], [-0.185, -0.562, -0.256], [-0.221, -0.540, -0.444]]
}

Entry 6:
{
  "formula": "C3H11NO2S",
  "method": "ωB97M-V/def2-TZVPD",
  "charge": 0,
  "orbital_gap_ev": 4.348,
  "energy_ha": -724.0727,
  "lumo_energy_ha": -0.15685,
  "homo_energy_ev": -8.6,
  "symbols": ["C", "C", "S", "N", "C", "O", "H", "H", "H", "H", "H", "H", "H", "H", "H", "H", "H", "O"],
  "positions_angstrom": [[1.0398, 0.9546, -0.0380], [-0.4052, 1.2230, 0.6628], [-0.2259, 1.0821, 2.3607], [0.8289, 0.7905, -1.4066], [0.4677, -0.6129, -1.7492], [-0.3720, -1.1929, -0.8780], [1.4515, 0.0762, 0.5052], [1.6738, 1.8563, 0.1047], [-0.6181, 2.2334, 0.3038], [-1.1499, 0.4755, 0.3041], [-3.1280, -0.3875, 0.8366], [1.6115, 1.1181, -1.9585], [1.3921, -1.2008, -1.8079], [0.0130, -0.6237, -2.7542], [0.0897, -1.6743, 0.4498], [-2.9354, -0.5133, 1.5954], [-0.1319, -1.5979, 2.0841], [0.3985, -2.0062, 1.3853]],
  "forces_ev_per_a": [[0.853, 0.886, 0.382], [-0.261, -0.868, 0.207], [-0.113, -0.008, 0.018], [0.436, -1.384, -0.019], [-1.640, -0.284, -0.570], [0.410, 0.516, 0.245], [-0.265, 0.362, -0.540], [-0.310, -0.685, 0.292], [-0.096, -0.085, 0.070], [0.218, 0.676, -0.160], [0.357, -0.300, 1.500], [-0.120, 0.339, -0.158], [0.576, -0.042, 0.013], [0.314, 0.317, -0.087], [-0.057, -0.241, 0.959], [-0.392, 0.266, -1.490], [-0.234, -0.168, -0.345], [0.325, 0.704, -0.314]]
}